# C3H6N4O

C3H6N4O in the gas phase (ωB97M-V with the def2-TZVPD basis set, the OMol25 dataset).

Geometry as XYZ:
```
14
Properties=species:S:1:pos:R:3:nbo_charge:R:1
C -1.734 -0.330 0.026 0.8366
C -1.134 1.972 0.090 -0.4396
C 1.961 -1.392 -0.011 -0.4468
N -0.227 -2.023 -0.067 -0.3377
N 0.487 0.160 0.027 -0.2614
N -0.828 0.559 0.144 -0.3199
N 0.609 -1.127 0.052 0.0375
O -2.878 -0.542 -0.039 -0.4837
H -2.090 2.482 0.569 0.2539
H -0.263 2.579 0.453 0.2432
H -1.100 2.220 -1.036 0.2150
H 2.501 -0.646 -0.660 0.2391
H 2.047 -2.460 -0.473 0.2299
H 2.648 -1.452 0.926 0.2339
```

LUMO level = 0.023 hartree
Relative energy (zero: lowest compared OMol25 entry of this formula, charge and spin) = 633.7 kJ/mol
Total energy = -411.96758 hartree
Highest occupied orbital energy = -8.323 eV
M = 114.108 g mol⁻¹

---

# C3H6N4O

C3H6N4O in the gas phase (ωB97M-V with the def2-TZVPD basis set, the OMol25 dataset).

Geometry as XYZ:
```
14
Properties=species:S:1:pos:R:3:nbo_charge:R:1
C -0.535 0.006 -0.039 -0.0451
C -0.095 -0.642 1.064 -0.0351
C 1.360 -0.293 1.298 0.5838
N 1.749 0.405 0.127 -0.4368
N 0.534 0.638 -0.599 -0.0792
N -0.838 -1.467 1.898 -0.8074
N 0.602 1.272 -1.861 -0.6526
O 2.156 -0.680 2.135 -0.6353
H -1.487 0.127 -0.538 0.2235
H 2.512 1.002 0.037 0.4133
H -1.588 -1.037 2.323 0.3658
H -0.261 -1.895 2.553 0.3820
H -0.187 1.920 -1.952 0.3653
H 0.651 0.677 -2.700 0.3577
```

LUMO level = 0.024 hartree
SMILES = Nc1cn(N)[nH]c1=O
Relative energy (zero: lowest compared OMol25 entry of this formula, charge and spin) = 283.1 kJ/mol
Total energy = -412.10110 hartree
Highest occupied orbital energy = -7.417 eV
M = 114.108 g mol⁻¹

---

# C3H6N4O

C3H6N4O in the gas phase (ωB97M-V with the def2-TZVPD basis set, the OMol25 dataset).

Geometry as XYZ:
```
14
Properties=species:S:1:pos:R:3:nbo_charge:R:1
C 1.054 -0.392 0.872 0.6383
C -0.594 0.652 0.027 0.1391
C -0.290 -0.340 -0.845 0.3594
H 2.933 -1.018 1.152 0.3822
H 2.307 -0.104 2.362 0.3954
H -2.536 1.163 0.133 0.3700
H -1.418 2.415 0.426 0.3860
H -1.691 -0.301 -2.165 0.4034
H -0.624 -1.698 -2.298 0.3989
N 2.062 -0.827 1.657 -0.8111
N 0.320 0.653 1.092 -0.5402
N -1.621 1.564 -0.108 -0.8432
N -0.748 -0.737 -2.028 -0.8314
O 0.846 -1.030 -0.276 -0.4469
```

LUMO level = 0.032 hartree
SMILES = Nc1nc(N)c(N)o1
Relative energy (zero: lowest compared OMol25 entry of this formula, charge and spin) = 93.0 kJ/mol
Total energy = -412.17351 hartree
Highest occupied orbital energy = -6.917 eV
M = 114.108 g mol⁻¹

---

# C3H6N4O3S2

C3H6N4O3S2 in the gas phase (ωB97M-V with the def2-TZVPD basis set, the OMol25 dataset).

Geometry as XYZ:
```
18
Properties=species:S:1:pos:R:3:nbo_charge:R:1
C -2.972 -0.738 0.291 0.2638
C -0.889 -1.476 0.329 0.7287
C -1.200 0.888 0.466 -0.1048
N -2.554 0.427 0.409 -0.4512
N -2.137 -1.890 0.246 -0.5265
N 2.363 0.711 0.898 -1.0401
N -0.076 -0.059 0.450 -0.6508
O 3.191 -1.666 0.124 -0.9348
O 0.024 -2.463 0.543 -0.6627
O 3.850 0.461 -0.996 -0.9183
S 1.033 0.025 1.736 0.6354
S 3.782 -0.128 0.313 1.6756
H -3.989 -0.890 0.315 0.1812
H 0.831 -2.072 0.860 0.4870
H -0.915 1.615 -0.398 0.2102
H -1.098 1.395 1.494 0.1940
H 2.686 -1.938 -0.631 0.5132
H 2.747 1.621 0.907 0.4004
```

LUMO level = 0.010 hartree
Relative energy (zero: lowest compared OMol25 entry of this formula, charge and spin) = 0.0 kJ/mol
Total energy = -1358.90691 hartree
Highest occupied orbital energy = -9.477 eV
M = 210.240 g mol⁻¹

---

# C3H6N4S

C3H6N4S in the gas phase (ωB97M-V with the def2-TZVPD basis set, the OMol25 dataset).

Geometry as XYZ:
```
14
Properties=species:S:1:pos:R:3:nbo_charge:R:1
C 1.284 -0.372 -0.343 0.1672
C -1.433 0.082 -0.245 0.1879
C -1.102 2.279 0.257 -0.3942
N 0.776 0.880 -0.423 -0.4387
N 0.694 -1.477 0.019 -0.3637
N -0.534 0.980 -0.151 -0.2227
N 1.356 -2.703 -0.017 -0.6642
S -2.759 -0.749 -0.018 0.1790
H 2.271 -0.503 -0.657 0.1503
H -1.475 2.901 -0.608 0.2258
H -2.067 2.088 0.671 0.2186
H -0.344 2.616 0.928 0.2453
H 2.326 -2.734 -0.188 0.3419
H 1.006 -3.290 0.773 0.3678
```

LUMO level (spin up / spin down) = -0.026 / -0.026 hartree
Relative energy (zero: lowest compared OMol25 entry of this formula, charge and spin) = 528.9 kJ/mol
Total energy = -734.94435 hartree
Highest occupied orbital energy (spin up / spin down) = -6.918 / -6.917 eV
M = 130.176 g mol⁻¹

---

# C3H6N4S

2 unconnected molecules or ions with the total composition C3H6N4S (ωB97M-V with the def2-TZVPD basis set, the OMol25 dataset).

Geometry as XYZ:
```
14
Properties=species:S:1:pos:R:3:nbo_charge:R:1
C 1.841 -0.002 -0.015 0.3947
C 2.834 -0.503 -0.739 -0.6428
C -1.734 0.422 1.803 -0.7395
N -0.855 -2.299 -1.170 -0.5479
N 0.717 0.188 0.465 -0.6629
N -0.335 -3.342 -1.327 0.2463
N -0.090 -4.422 -1.505 -0.1030
S -0.077 1.157 1.527 0.4495
H 2.975 -0.264 -1.845 0.2499
H -0.155 -1.512 -0.842 0.3989
H 3.646 -0.973 -0.164 0.2426
H -1.820 0.401 2.861 0.2261
H -1.823 -0.511 1.213 0.2601
H -2.350 1.290 1.551 0.2280
```

LUMO level = 0.023 hartree
Relative energy (zero: lowest compared OMol25 entry of this formula, charge and spin) = 484.1 kJ/mol
Total energy = -734.96143 hartree
Highest occupied orbital energy = -8.813 eV
M = 130.176 g mol⁻¹

---

# C3H6N4S

C3H6N4S in the gas phase (ωB97M-V with the def2-TZVPD basis set, the OMol25 dataset).

Geometry as XYZ:
```
14
Properties=species:S:1:pos:R:3:nbo_charge:R:1
C -0.702 -0.379 0.234 0.0379
C 0.464 -1.118 0.376 -0.5406
C 1.771 -0.357 -0.047 0.4617
H -3.771 -0.648 -0.419 0.3634
H -3.006 0.400 0.484 0.3414
H 0.676 -1.356 1.398 0.2500
H 0.182 -2.259 -0.013 0.2758
H 3.570 -0.347 -0.456 0.3397
H 1.956 1.685 -0.330 0.3843
N -2.942 -0.270 -0.270 -0.6300
N -1.830 -1.012 -0.093 -0.2422
N 2.790 -0.940 -0.382 -0.6554
N 1.487 1.013 0.215 -0.7257
S -0.334 1.382 -0.021 0.3397
```

LUMO level = 0.010 hartree
SMILES = [H]/N=C1/C/C(=N/N)SN1
Relative energy (zero: lowest compared OMol25 entry of this formula, charge and spin) = 347.2 kJ/mol
Total energy = -735.01356 hartree
Highest occupied orbital energy = -8.129 eV
M = 130.176 g mol⁻¹

---

# C3H6N4S

C3H6N4S in the gas phase (ωB97M-V with the def2-TZVPD basis set, the OMol25 dataset).

Geometry as XYZ:
```
14
Properties=species:S:1:pos:R:3:nbo_charge:R:1
C 2.128 -1.916 1.902 -0.4160
C -0.082 0.182 0.088 0.1962
C -1.360 0.101 0.697 0.2132
H 2.295 -2.559 0.944 0.1818
H 1.916 -2.599 2.724 0.2064
H 3.131 -1.376 1.975 0.2084
H 0.107 -1.736 2.056 0.3649
H 1.066 1.599 -0.711 0.4009
H -1.436 2.079 -2.240 0.1213
N 0.964 -1.094 1.680 -0.4254
N 0.960 -0.526 0.473 -0.1994
N 0.008 1.279 -0.764 -0.7285
N -2.376 -0.165 1.203 -0.2864
S -0.506 1.121 -2.438 0.1626
```

LUMO level = -0.003 hartree
SMILES = CN/N=C(\C#N)NS
Relative energy (zero: lowest compared OMol25 entry of this formula, charge and spin) = 354.4 kJ/mol
Total energy = -735.01081 hartree
Highest occupied orbital energy = -8.748 eV
M = 130.176 g mol⁻¹

---

# C3H6N5O

2 unconnected molecules or ions with the total composition C3H6N5O (ωB97M-V with the def2-TZVPD basis set, the OMol25 dataset).

Geometry as XYZ:
```
15
Properties=species:S:1:pos:R:3:nbo_charge:R:1
C -1.081 -2.058 0.655 0.1893
C 0.828 -1.098 0.330 0.2862
C 0.181 1.672 -1.074 0.5965
N -1.099 -0.969 1.351 -0.1878
N 0.077 -0.387 1.158 -0.2927
N 0.114 -2.176 0.005 -0.4810
N 0.427 2.384 -0.136 -0.2362
N 0.205 0.661 -1.748 -0.7430
O -0.222 3.342 0.583 -0.5017
H -1.890 -2.760 0.602 0.2568
H 0.403 -2.929 -0.607 0.4668
H 0.277 0.524 1.565 0.4694
H 1.824 -0.858 0.010 0.2705
H 0.521 0.613 -2.699 0.4167
H -0.565 4.040 0.005 0.4903
```

Charge = +1
LUMO level = -0.125 hartree
Relative energy (zero: lowest compared OMol25 entry of this formula, charge and spin) = 163.4 kJ/mol
Total energy = -466.58155 hartree
Highest occupied orbital energy = -13.376 eV
M = 128.115 g mol⁻¹

---

# C3H6N5O2

A gas-phase ion, C3H6N5O2 (charge +1) (ωB97M-V with the def2-TZVPD basis set, the OMol25 dataset).

Geometry as XYZ:
```
16
Properties=species:S:1:pos:R:3:nbo_charge:R:1
C -0.985 1.094 -0.031 0.4516
C -1.256 -0.400 0.092 -0.5569
C 0.141 -0.903 0.084 0.5341
N 0.291 1.346 -0.061 -0.3246
N 0.940 0.160 0.001 -0.1335
N 0.720 -2.216 -0.016 -0.7278
N -1.891 2.051 -0.119 -0.7428
N 2.443 0.235 -0.051 0.6870
O 2.963 -0.828 -0.073 -0.3332
O 2.852 1.324 -0.058 -0.2047
H -1.784 -0.643 1.017 0.3048
H -1.850 -0.791 -0.737 0.3054
H 0.120 -3.012 0.135 0.4272
H 1.724 -2.305 0.043 0.4528
H -2.877 1.890 -0.032 0.4245
H -1.551 2.999 -0.195 0.4362
```

Charge = +1
LUMO level = -0.179 hartree
SMILES = NC1=NN([N+](=O)[O-])C(=[NH2+])C1
Relative energy (zero: lowest compared OMol25 entry of this formula, charge and spin) = 300.1 kJ/mol
Total energy = -541.78496 hartree
Highest occupied orbital energy = -13.382 eV
M = 144.114 g mol⁻¹

---

- What is the relative energy (zero: lowest compared OMol25 entry of this formula, charge and spin) in the sixth record?
  484.1 kJ/mol